No. 1
Below is a structure of composition C17H21AsCl3CoO4S6 in a non-equilibrium geometry, with properties calculated with the ωB97M-V functional and the def2-TZVPD basis.

Results
E_LUMO (spin up / spin down)   -1.18 / -1.65 eV
Spin multiplicity   1
Molar mass   721.967 g mol⁻¹
HOMO-LUMO gap (spin up / spin down)   6.488 / 6.022 eV
Energy   -227205.24285 eV

Geometry (Å):
As: -1.537 2.280 0.811
Co: 0.519 -0.400 0.203
Cl: -1.003 -1.451 2.053
Cl: 4.159 -2.844 2.013
Cl: 0.799 -5.193 5.530
S: 1.290 3.627 -2.387
S: 3.979 1.272 0.118
S: 3.505 4.012 -0.582
S: 1.812 0.140 -1.546
S: 0.472 1.662 1.198
S: 5.602 3.396 1.417
O: -2.166 0.091 -2.607
O: -0.053 -2.141 -0.893
O: 1.773 -1.394 1.155
O: -1.136 0.091 -0.621
C: 2.468 2.843 -1.358
C: -1.661 3.831 1.946
C: 0.284 -2.424 2.717
C: -1.477 -0.444 -1.760
C: 2.348 -3.919 3.702
C: -2.033 2.994 -0.890
C: 0.030 -3.309 3.748
C: 2.673 1.556 -1.027
C: -2.960 1.169 1.452
C: 4.428 2.911 0.392
C: 1.077 -4.061 4.235
C: -0.380 -2.060 -3.322
C: 0.781 2.419 -3.630
C: -1.008 -1.884 -1.952
C: -2.217 -2.793 -1.770
C: 1.542 -2.233 2.133
C: 2.569 -3.021 2.675
H: -2.650 4.275 1.857
H: -2.698 0.801 2.440
H: 1.651 1.888 -4.010
H: -0.211 -3.121 -3.531
H: 0.583 -2.807 -1.178
H: 0.338 3.022 -4.424
H: -1.053 -1.657 -4.076
H: 0.569 -1.525 -3.382
H: -2.150 2.195 -1.618
H: -0.905 4.547 1.636
H: -2.959 -2.559 -2.535
H: -0.964 -3.402 4.165
H: -2.660 -2.645 -0.783
H: 3.173 -4.503 4.086
H: -3.857 1.784 1.506
H: -1.472 3.548 2.978
H: -2.975 3.525 -0.746
H: -1.259 3.689 -1.200
H: -1.919 -3.841 -1.869
H: 0.047 1.723 -3.239
H: -3.111 0.340 0.769

Cartesian forces (eV/Å) of the 2 atoms listed first:
-0.131 0.281 0.118
-1.694 -0.651 -0.350

Taken from the Mulliken analysis, the atomic charges in e are:
1 As 1.04
2 Co 0.73
3 Cl -0.26
4 Cl -0.20
5 Cl -0.23
6 S -0.11
7 S 0.05
8 S -0.13
9 S -0.32
10 S -0.49
11 S -0.23
12 O -0.67
13 O -0.25
14 O -0.49
15 O 0.31
16 C 0.72
17 C -1.21
18 C 1.02
19 C -0.22
20 C -0.77
21 C -0.83
22 C -0.90
23 C -0.60
24 C -1.14
25 C 0.09
26 C 0.44
27 C -1.58
28 C -0.50
29 C 1.44
30 C -1.83
31 C -0.43
32 C 0.30
33 H 0.42
34 H 0.31
35 H 0.33
36 H 0.47
37 H 0.30
38 H 0.42
39 H 0.40
40 H 0.28
41 H 0.19
42 H 0.38
43 H 0.39
44 H 0.44
45 H 0.34
46 H 0.44
47 H 0.45
48 H 0.39
49 H 0.46
50 H 0.17
51 H 0.45
52 H -0.07
53 H 0.26

***

No. 2
Below is the molecule C3H8N2O in a non-equilibrium geometry, with properties calculated with the ωB97M-V functional and the def2-TZVPD basis.

Results
Relative energy (zero: lowest compared OMol25 entry of this formula, charge and spin)   326.1 kJ/mol
E_LUMO   0.86 eV
SMILES   N[C@@H]1C(O)[C@H]1N
Spin multiplicity   1
Molar mass   88.110 g mol⁻¹
HOMO-LUMO gap   9.692 eV
Energy   -8265.94619 eV

Geometry (Å):
O: 0.955 -0.550 1.597
N: 0.245 -1.712 -0.765
N: -1.201 1.788 -0.552
C: 0.609 0.276 0.574
C: -0.864 0.540 0.159
C: 0.171 -0.286 -0.716
H: -1.683 0.149 0.657
H: -1.344 1.673 -1.587
H: -0.424 -2.209 -1.375
H: 0.209 0.589 -1.598
H: 1.324 1.155 0.512
H: -0.634 2.600 -0.354
H: 1.200 -1.836 -1.141
H: 0.910 -1.428 1.231

Cartesian forces (eV/Å) of the 2 atoms listed first:
-0.109 0.014 0.674
0.911 -0.012 -1.229

Taken from the Mulliken analysis, the atomic charges in e are:
1 O -0.56
2 N -0.64
3 N -0.68
4 C -0.12
5 C -0.27
6 C 0.04
7 H 0.41
8 H 0.26
9 H 0.24
10 H 0.17
11 H 0.28
12 H 0.24
13 H 0.26
14 H 0.37

***

No. 3
Below is a structure of composition C6H7NO6S in a non-equilibrium geometry, with properties calculated with the ωB97M-V functional and the def2-TZVPD basis.

Results
Relative energy (zero: lowest compared OMol25 entry of this formula, charge and spin)   260.4 kJ/mol
E_LUMO   0.27 eV
Spin multiplicity   1
Molar mass   221.190 g mol⁻¹
HOMO-LUMO gap   9.057 eV
Energy   -30940.13607 eV

Geometry (Å):
S: -1.214 1.263 0.397
O: -0.567 -0.922 0.736
O: -1.569 -2.933 0.164
O: -3.401 -1.573 -1.176
O: -1.592 2.647 0.123
O: 2.400 1.709 0.442
O: 0.856 2.579 -1.045
N: -2.334 0.362 -0.600
C: -2.608 -0.923 -0.588
C: -1.411 -1.613 0.168
C: 1.318 1.675 -0.291
C: 0.183 1.043 -0.643
C: -0.586 -3.710 0.789
C: 3.368 2.656 0.042
H: -1.041 -4.635 1.174
H: 2.952 3.299 -0.775
H: 3.680 3.183 0.957
H: -0.067 -3.146 1.528
H: -2.813 1.036 -1.197
H: 0.241 -4.002 0.137
H: 4.205 2.004 -0.342

Cartesian forces (eV/Å) of the 2 atoms listed first:
-0.766 0.766 0.819
-0.369 -2.549 -0.846

Taken from the Mulliken analysis, the atomic charges in e are:
1 S 0.47
2 O -0.58
3 O -0.25
4 O -0.56
5 O -0.65
6 O -0.32
7 O -0.41
8 N -0.09
9 C 0.40
10 C 0.84
11 C 1.04
12 C -0.50
13 C -0.70
14 C -0.62
15 H 0.25
16 H 0.35
17 H 0.22
18 H 0.32
19 H 0.27
20 H 0.30
21 H 0.24

***

No. 4
Below is the molecule C4H6N2 in a non-equilibrium geometry, with properties calculated with the ωB97M-V functional and the def2-TZVPD basis.

Results
Relative energy (zero: lowest compared OMol25 entry of this formula, charge and spin)   524.6 kJ/mol
E_LUMO (spin up / spin down)   -0.35 / -0.46 eV
Spin multiplicity   1
Molar mass   82.106 g mol⁻¹
HOMO-LUMO gap (spin up / spin down)   7.124 / 7.022 eV
Energy   -7220.15385 eV

Geometry (Å):
N: -1.059 0.201 -1.398
N: 0.502 1.411 0.450
C: -0.458 -0.580 -0.420
C: 0.336 0.137 0.470
C: -0.877 1.483 -1.456
C: 1.178 -0.517 1.587
H: -1.473 1.901 -2.313
H: 0.503 -1.189 2.118
H: -0.614 -1.641 -0.433
H: 2.000 -1.066 1.119
H: -1.658 -0.301 -2.061
H: 1.619 0.159 2.335

Cartesian forces (eV/Å) of the 2 atoms listed first:
0.395 -0.054 0.542
-1.623 0.574 -2.391

Taken from the Mulliken analysis, the atomic charges in e are:
1 N 0.01
2 N -0.56
3 C -0.86
4 C 1.10
5 C -0.38
6 C -1.01
7 H 0.20
8 H 0.29
9 H 0.38
10 H 0.24
11 H 0.26
12 H 0.32

***

No. 5
Below is a structure of composition C10H19FNO6S in a non-equilibrium geometry, with properties calculated with the ωB97M-V functional and the def2-TZVPD basis.

Results
Relative energy (zero: lowest compared OMol25 entry of this formula, charge and spin)   131.2 kJ/mol
E_LUMO   2.81 eV
Spin multiplicity   1
Molar mass   300.328 g mol⁻¹
Charge   -1
HOMO-LUMO gap   7.736 eV
Energy   -38006.24894 eV

Geometry (Å):
S: 2.113 2.602 -0.176
F: 1.702 0.718 4.299
O: 2.393 3.507 0.968
O: 0.645 1.855 -0.133
O: -1.093 -2.534 2.028
O: 2.381 3.334 -1.447
O: 3.122 1.272 -0.321
O: -0.787 -3.082 -0.151
N: -2.699 2.385 -2.754
C: 1.148 0.982 3.029
C: 2.227 0.274 -0.891
C: -1.240 -3.253 1.012
C: 1.564 -0.181 2.071
C: -0.927 0.739 -2.368
C: -1.985 1.630 -1.663
C: 0.755 0.427 -0.360
C: -2.085 -4.516 1.200
C: 0.511 -0.421 0.940
C: -0.170 -0.253 -1.428
H: 0.507 -0.852 -2.086
H: -2.948 -4.489 0.531
H: -3.119 3.228 -2.372
H: -1.955 2.714 -3.370
H: 1.541 1.962 2.687
H: -2.769 1.061 -1.127
H: 2.347 0.436 -1.986
H: 0.048 1.050 3.132
H: -0.223 1.359 -2.971
H: -1.487 -5.400 0.965
H: -0.515 -0.168 1.283
H: -2.444 -4.604 2.226
H: -1.486 0.125 -3.115
H: 0.501 -1.494 0.668
H: -1.544 2.406 -0.997
H: -0.843 -1.008 -0.964
H: 2.615 -0.760 -0.751
H: 1.615 -1.107 2.683
H: 2.585 0.056 1.709

Cartesian forces (eV/Å) of the 2 atoms listed first:
2.502 3.518 -1.877
-0.178 0.296 -0.216

Taken from the Mulliken analysis, the atomic charges in e are:
1 S 1.15
2 F -0.36
3 O -0.60
4 O -0.30
5 O -0.73
6 O -0.67
7 O -0.35
8 O -0.79
9 N -0.69
10 C -0.03
11 C -0.97
12 C 0.74
13 C -0.87
14 C -0.92
15 C -0.23
16 C 1.74
17 C -1.05
18 C -0.87
19 C -0.82
20 H 0.33
21 H 0.24
22 H 0.23
23 H 0.26
24 H 0.06
25 H 0.24
26 H 0.49
27 H 0.23
28 H 0.34
29 H 0.25
30 H 0.44
31 H 0.29
32 H 0.38
33 H 0.28
34 H 0.23
35 H 0.29
36 H 0.32
37 H 0.40
38 H 0.29

***

No. 6
Below is a cluster of 2 separate species, C5H12Si in total in a non-equilibrium geometry, with properties calculated with the ωB97M-V functional and the def2-TZVPD basis.

Results
Relative energy (zero: lowest compared OMol25 entry of this formula, charge and spin)   329.2 kJ/mol
E_LUMO   -0.33 eV
Spin multiplicity   1
Molar mass   100.237 g mol⁻¹
HOMO-LUMO gap   7.966 eV
Energy   -13253.31892 eV

Geometry (Å):
Si: -1.860 0.522 -0.949
C: 0.621 -1.812 0.284
C: -2.785 0.013 0.667
C: 1.325 0.561 0.392
C: 2.017 1.433 -0.598
C: 0.944 -0.679 -0.366
H: -2.297 -0.847 -1.610
H: 0.281 -1.805 1.247
H: 2.733 0.844 -1.268
H: 1.323 2.038 -1.187
H: 1.271 -0.631 -1.345
H: 2.597 2.134 -0.139
H: -3.538 0.558 1.090
H: 1.928 0.420 1.288
H: 0.456 1.066 0.841
H: 0.374 -2.740 -0.305
H: -3.347 -0.905 0.584
H: -2.043 -0.169 1.374

Cartesian forces (eV/Å) of the 2 atoms listed first:
-0.653 -1.129 0.005
-0.824 -0.418 -4.433

Taken from the Mulliken analysis, the atomic charges in e are:
1 Si 0.16
2 C -0.74
3 C -1.24
4 C 0.08
5 C -1.35
6 C -0.61
7 H -0.09
8 H 0.32
9 H 0.35
10 H 0.24
11 H 0.48
12 H 0.45
13 H 0.48
14 H 0.39
15 H 0.17
16 H 0.24
17 H 0.37
18 H 0.32